Entry 1:
Below is a cluster of 10 separate species, C34H61N2O12PS in total, with properties calculated with ωB97M-V/def2-TZVPD.

As for the HOMO energy: -8.57 eV. The value obtained for the HOMO-LUMO gap is 7.30 eV. As for the multiplicity: 1. Its LUMO energy is -1.279 eV. As for the SMILES: O=P(O)(O)Cc1ccc2nsnc2c1.CC(C)=O.CC(C)=O.CC(C)=O.CC(C)=O.CC(C)=O.CC(C)=O.CC(C)=O.CC(C)=O.CC(C)=O.

XYZ file:
```
111
Properties=species:S:1:pos:R:3:forces:R:3
O -1.594 3.896 0.258 -0.66 -3.35 -2.23
P -1.737 2.600 -0.603 0.83 3.47 2.94
O -0.509 1.531 -0.072 -2.24 1.18 -0.76
O -3.316 2.007 -0.384 2.44 0.71 -0.21
C -1.321 2.993 -2.428 1.46 -0.38 -0.23
C 0.252 3.408 -2.414 1.47 2.31 0.61
C 1.346 2.306 -2.743 3.03 4.20 0.99
C 2.846 2.764 -2.672 -4.16 1.18 0.49
C 3.127 4.300 -2.275 0.89 3.46 1.00
N 4.398 5.006 -2.108 -3.12 -0.65 -0.10
S 4.188 6.651 -1.648 -2.63 -3.64 -0.84
N 2.483 6.766 -1.565 0.65 -5.16 -1.61
C 2.037 5.438 -1.937 -0.86 -1.66 -0.24
C 0.548 4.890 -2.030 1.45 -2.79 -0.77
H -0.129 1.900 0.761 -0.61 -0.10 -0.83
H -3.747 2.598 0.288 0.84 -0.55 -0.70
H -1.933 3.881 -2.806 0.65 -1.46 0.95
H -1.484 2.099 -3.124 0.22 1.22 1.04
H 1.033 1.236 -3.021 0.67 1.95 0.56
H 3.697 2.027 -2.866 -1.34 1.38 0.36
H -0.313 5.599 -1.785 1.28 -1.32 -0.39
C 4.913 0.205 1.999 -0.11 -0.48 -0.17
C 4.740 0.785 0.620 -0.21 -0.42 -0.53
C 4.966 2.264 0.456 -0.10 -0.02 -0.45
O 4.428 0.084 -0.328 0.17 0.43 0.44
H 4.719 -0.870 1.966 0.00 0.18 0.02
H 5.937 0.366 2.343 -0.10 0.18 0.13
H 4.204 0.669 2.688 0.19 0.11 0.07
H 5.993 2.513 0.732 -0.11 0.11 0.16
H 4.259 2.820 1.077 0.19 0.04 0.12
H 4.803 2.546 -0.587 0.06 -0.03 0.17
C -5.081 -0.224 0.850 -0.11 0.17 0.28
C -6.579 -0.369 0.855 -0.40 0.27 0.69
C -7.203 -1.150 -0.270 -0.39 0.05 0.14
O -7.260 0.128 1.735 0.33 -0.23 -0.49
H -4.772 0.363 1.718 -0.06 -0.09 -0.10
H -4.611 -1.208 0.908 0.05 0.05 -0.20
H -4.763 0.295 -0.055 0.08 -0.28 -0.01
H -6.830 -2.176 -0.263 0.12 0.08 -0.19
H -6.976 -0.670 -1.225 0.08 -0.23 -0.03
H -8.287 -1.171 -0.138 0.16 0.04 -0.04
C -9.331 -4.135 -2.419 0.37 0.15 -0.14
C -10.051 -2.812 -2.402 0.33 0.67 -0.23
C -11.482 -2.808 -1.935 -0.06 0.40 -0.04
O -9.497 -1.786 -2.753 -0.26 -0.50 0.18
H -8.310 -3.986 -2.778 -0.16 0.00 0.05
H -9.291 -4.549 -1.410 -0.15 -0.14 -0.09
H -9.841 -4.827 -3.093 -0.05 -0.09 0.20
H -11.537 -3.164 -0.903 -0.09 -0.17 -0.11
H -12.088 -3.442 -2.586 0.01 -0.13 0.18
H -11.873 -1.789 -1.975 0.08 -0.14 0.00
C -4.561 6.633 -1.881 0.26 -0.02 -0.31
C -4.601 5.137 -1.728 0.40 -0.36 -0.41
C -5.467 4.577 -0.632 0.08 -0.35 -0.06
O -3.957 4.407 -2.463 -0.49 0.41 0.37
H -3.898 6.894 -2.709 -0.10 -0.06 0.11
H -5.562 7.011 -2.102 0.02 0.05 0.20
H -4.176 7.090 -0.967 -0.20 0.03 0.02
H -6.508 4.864 -0.797 0.04 0.10 0.16
H -5.122 4.943 0.338 -0.16 0.15 -0.03
H -5.400 3.486 -0.639 -0.10 0.15 -0.11
C 6.634 8.127 -6.309 0.26 0.04 -0.33
C 6.602 6.629 -6.154 0.41 -0.57 -0.50
C 5.750 6.064 -5.049 0.12 -0.36 -0.14
O 7.241 5.903 -6.894 -0.34 0.43 0.40
H 7.288 8.391 -7.143 -0.09 -0.07 0.12
H 5.629 8.500 -6.520 0.02 0.07 0.21
H 7.025 8.586 -5.399 -0.21 0.06 0.02
H 4.706 6.346 -5.204 0.03 0.13 0.20
H 6.102 6.432 -4.083 -0.19 0.08 -0.03
H 5.823 4.974 -5.056 0.00 0.17 0.02
C 5.466 -3.153 -0.331 -0.43 0.28 0.07
C 5.465 -3.637 1.095 -0.46 0.24 0.42
C 6.459 -4.704 1.466 -0.16 -0.01 0.47
O 4.688 -3.181 1.918 0.44 -0.28 -0.38
H 4.700 -2.384 -0.453 0.17 -0.06 0.04
H 6.439 -2.719 -0.575 0.01 -0.17 -0.12
H 5.241 -3.982 -1.005 0.25 -0.01 -0.03
H 7.475 -4.339 1.302 -0.02 -0.15 -0.17
H 6.279 -5.603 0.872 0.19 0.08 -0.10
H 6.343 -4.955 2.523 0.04 0.02 -0.14
C 6.727 -3.702 6.015 0.27 0.03 -0.35
C 6.679 -5.199 6.172 0.34 -0.49 -0.39
C 5.820 -5.754 7.277 0.18 -0.42 -0.14
O 7.312 -5.933 5.433 -0.31 0.41 0.32
H 7.384 -3.447 5.180 -0.10 -0.05 0.11
H 5.726 -3.319 5.802 0.03 0.07 0.18
H 7.122 -3.245 6.924 -0.21 0.05 0.02
H 4.780 -5.461 7.121 0.05 0.12 0.17
H 6.176 -5.388 8.243 -0.19 0.14 -0.02
H 5.882 -6.844 7.272 -0.06 0.20 0.01
C 5.767 -10.607 6.360 -0.06 0.37 -0.21
C 5.417 -10.098 7.733 -0.19 0.76 0.09
C 5.455 -11.086 8.869 -0.11 0.26 0.31
O 5.114 -8.933 7.918 0.14 -0.69 -0.05
H 5.697 -9.786 5.642 0.02 -0.10 0.13
H 6.790 -10.990 6.355 -0.11 -0.18 -0.01
H 5.068 -11.391 6.064 0.18 -0.13 0.04
H 6.464 -11.490 8.976 -0.11 -0.17 -0.09
H 4.742 -11.892 8.685 0.19 -0.11 -0.04
H 5.181 -10.581 9.798 0.04 -0.05 -0.15
C -8.248 2.389 -4.769 -0.06 0.35 -0.22
C -8.611 2.888 -3.396 -0.18 0.76 0.16
C -8.582 1.893 -2.267 -0.16 0.27 0.30
O -8.916 4.052 -3.205 0.20 -0.59 -0.10
H -8.312 3.213 -5.482 0.01 -0.10 0.13
H -7.225 2.006 -4.767 -0.11 -0.19 -0.01
H -8.945 1.606 -5.076 0.19 -0.13 0.05
H -7.574 1.488 -2.154 -0.10 -0.18 -0.11
H -9.294 1.087 -2.462 0.23 -0.16 -0.03
H -8.865 2.392 -1.337 0.05 -0.04 -0.13
```
Positions in Å, forces in eV/Å.

These are the Löwdin partial charges, in e, on atoms 1 to 8: number 1, O, carries -0.379; number 2, P, carries 0.678; number 3, O, carries -0.197; number 4, O, carries -0.219; number 5, C, carries -0.187; number 6, C, carries -0.199; number 7, C, carries -0.002; number 8, C, carries 0.009

=====

Entry 2:
Below is a cluster of 3 separate species, C34H61N4O4 in total, with properties calculated with ωB97M-V/def2-TZVPD.

Its expectation value of S² is 2.010. The net charge is +1. As for the HOMO energy (alpha / beta): -10.78 / -11.14 eV. The value obtained for the HOMO-LUMO gap (alpha / beta) is 7.91 / 8.27 eV. As for the multiplicity: 3. Its LUMO energy (alpha / beta) is -2.869 / -2.870 eV. Its relative energy (zero: lowest compared OMol25 entry of this formula, charge and spin) is 14.018 eV.

XYZ file:
```
103
Properties=species:S:1:pos:R:3:forces:R:3
N 2.044 4.492 -2.253 0.35 -1.10 -0.19
C 3.218 3.768 -2.909 -0.35 0.28 0.30
C 2.824 2.204 -3.338 -0.13 0.38 -0.38
C 1.609 1.592 -2.370 0.97 0.23 -0.86
C 1.669 -0.046 -2.326 2.27 1.52 2.63
C 1.139 -0.827 -0.945 2.88 -1.18 -1.70
C 2.412 -0.688 0.106 -0.37 0.58 0.75
C 1.965 -0.827 1.685 4.02 4.06 3.58
O 2.664 -0.106 2.578 -4.33 -4.43 -5.32
C 1.371 -2.372 -1.509 -4.24 -0.54 -1.23
C 1.733 -2.296 -3.140 3.16 -1.31 1.55
N 1.356 -0.860 -3.561 0.19 -1.23 0.28
C -0.069 -1.005 -4.047 -2.07 -0.42 -2.29
O -0.873 0.223 -4.015 -0.54 -2.50 2.16
C -1.940 0.183 -3.006 -3.56 1.19 4.20
C -3.064 -0.994 -2.804 0.07 1.97 1.70
C -4.257 -0.973 -1.633 2.43 3.50 0.20
C -4.389 0.330 -0.602 3.55 -0.28 -3.65
C -3.289 1.545 -0.829 0.10 -2.90 -1.97
C -2.072 1.491 -1.973 -2.95 -2.82 0.65
H 1.916 4.193 -1.255 0.07 0.36 -1.54
H 1.154 4.346 -2.791 1.28 0.19 0.84
H 4.110 3.801 -2.118 -1.93 -0.20 -1.95
H 3.497 4.412 -3.871 -0.39 -1.67 2.10
H 3.794 1.546 -3.312 -1.81 1.07 0.02
H 2.438 2.255 -4.452 0.75 -0.27 2.16
H 1.871 1.970 -1.279 -0.96 -0.97 -2.19
H 0.616 2.033 -2.803 1.85 -1.10 1.31
H 2.843 -0.232 -2.216 -2.40 0.31 -0.41
H 0.067 -0.520 -0.579 2.22 -0.78 -0.71
H 3.229 -1.530 -0.078 -1.86 1.70 0.24
H 2.971 0.341 -0.087 -1.24 -2.04 0.99
H 1.102 -1.506 2.098 1.50 1.11 -1.12
H 0.254 -2.782 -1.573 2.30 0.37 0.48
H 1.964 -3.134 -0.847 -0.86 1.76 -1.60
H 2.919 -2.388 -3.227 -2.54 0.41 -0.01
H 1.322 -3.157 -3.824 0.34 2.05 1.39
H 2.028 -0.597 -4.322 -1.05 0.11 0.70
H 0.007 -1.320 -5.196 -0.04 0.75 2.51
H -0.533 -1.926 -3.495 0.62 2.20 -0.69
H -3.022 -1.941 -3.509 -0.14 2.18 1.57
H -5.025 -1.878 -1.513 2.02 2.22 -0.48
H -5.215 0.397 0.242 1.88 -0.30 -2.00
H -3.377 2.508 -0.131 0.36 -2.36 -1.79
H -1.374 2.429 -2.007 -1.44 -2.13 -0.14
C -7.817 -1.892 4.654 0.04 -0.53 0.06
C -7.752 -0.970 3.399 0.32 0.49 1.95
C -9.103 -0.226 3.204 -0.06 -0.08 -0.39
C -10.220 -1.110 2.659 0.04 -0.03 0.09
C -9.775 -1.820 1.387 0.13 0.35 0.00
C -8.454 -2.611 1.568 -0.69 -1.86 -0.48
N -7.363 -1.787 2.198 -0.09 3.89 -3.40
O -6.880 -0.903 1.219 -0.77 -2.60 2.53
C -8.740 -3.873 2.427 -0.05 0.05 0.31
C -8.031 -3.199 0.184 0.44 0.57 0.10
C -6.682 0.108 3.779 0.05 -0.13 -0.84
H -8.832 -1.982 5.053 0.09 -0.06 -0.11
H -7.439 -2.901 4.454 -0.16 0.23 -0.08
H -7.186 -1.526 5.473 -0.18 0.19 -0.25
H -8.968 0.616 2.511 0.20 -0.18 0.04
H -9.431 0.217 4.154 0.34 -0.16 -0.05
H -10.536 -1.836 3.416 0.04 0.02 -0.05
H -11.099 -0.493 2.443 0.10 -0.08 0.06
H -10.577 -2.492 1.054 0.37 -0.08 0.03
H -9.658 -1.071 0.590 0.20 -0.15 0.13
H -7.815 -4.417 2.649 -0.09 0.14 -0.03
H -9.402 -4.568 1.895 0.18 0.33 -0.08
H -9.243 -3.651 3.370 0.15 0.03 -0.08
H -7.909 -2.430 -0.585 0.06 0.02 0.27
H -8.788 -3.895 -0.197 0.03 0.19 0.40
H -7.086 -3.756 0.263 -0.19 0.17 0.07
H -5.691 -0.344 3.905 -0.20 0.00 -0.06
H -6.945 0.599 4.724 -0.18 -0.38 -0.18
H -6.602 0.908 3.034 -0.03 -0.29 -0.01
C 5.887 1.077 1.774 0.19 -0.08 0.41
C 6.407 1.910 0.564 -1.74 -0.25 0.67
C 6.317 1.075 -0.745 0.45 0.14 -0.11
C 7.388 -0.005 -0.861 -0.08 -0.03 0.06
C 8.777 0.588 -0.659 -0.17 0.26 -0.18
C 8.907 1.385 0.664 1.47 -1.07 0.88
N 7.802 2.390 0.849 0.63 2.49 -4.36
O 8.065 3.472 -0.008 -0.67 -2.57 2.60
C 8.928 0.384 1.851 -0.26 -0.15 0.06
C 10.323 2.042 0.714 -0.45 0.55 -0.18
C 5.371 3.077 0.438 0.84 0.32 -0.25
H 5.728 0.025 1.518 0.09 0.05 0.06
H 6.564 1.119 2.635 -0.04 -0.03 -0.32
H 4.935 1.456 2.163 0.12 -0.06 -0.33
H 6.409 1.739 -1.616 0.06 0.12 0.22
H 5.328 0.606 -0.828 -0.03 0.18 0.26
H 7.202 -0.806 -0.138 0.02 0.06 0.02
H 7.331 -0.469 -1.852 0.00 0.01 0.08
H 9.519 -0.222 -0.689 -0.04 0.27 0.24
H 9.007 1.240 -1.515 -0.05 0.06 0.27
H 8.936 0.910 2.812 -0.05 -0.02 -0.18
H 9.830 -0.242 1.821 -0.13 0.30 -0.19
H 8.087 -0.313 1.847 0.01 0.15 0.03
H 10.519 2.695 -0.142 -0.25 -0.03 0.18
H 11.112 1.279 0.703 -0.43 -0.07 0.05
H 10.453 2.632 1.632 -0.14 -0.13 -0.25
H 5.398 3.728 1.320 0.06 -0.16 -0.17
H 4.350 2.682 0.349 0.27 -0.28 0.16
H 5.535 3.696 -0.451 0.26 -0.07 0.25
```
Positions in Å, forces in eV/Å.

These are the Löwdin partial charges, in e, on atoms 1 to 8: number 1, N, carries -0.056; number 2, C, carries -0.239; number 3, C, carries -0.179; number 4, C, carries -0.126; number 5, C, carries -0.214; number 6, C, carries -0.166; number 7, C, carries -0.124; number 8, C, carries -0.101